No. 1
The following is a quantum chemistry calculation of a cluster of 8 separate species, C29H53BrN3O11PS2 in total in a non-equilibrium geometry, from OMol25.

Element x y z (Å)
C1 4.116052 -4.069057 1.874223
C2 4.400618 -4.638523 0.660889
C3 3.721678 -4.382540 -0.608964
C4 3.637878 -5.411811 -1.561640
C5 3.057908 -5.205989 -2.802248
C6 2.545292 -3.959749 -3.131889
C7 2.595956 -2.920919 -2.212036
C8 3.168052 -3.141275 -0.957275
S1 3.172686 -1.763145 0.179086
C9 1.604734 -1.075540 -0.255716
C10 1.231459 -1.089456 -1.599171
C11 -0.006884 -0.579720 -1.969895
C12 -0.866667 -0.042588 -1.019181
P1 -2.518061 0.628902 -1.508342
N1 -3.597510 -0.633481 -0.992292
O1 -2.557718 0.437674 -3.135414
C13 -0.492292 -0.026561 0.318815
Br1 -1.635269 0.644046 1.671956
C14 0.739649 -0.550035 0.701732
N2 1.140299 -0.547144 2.077994
C15 0.906558 -1.530019 2.741748
S2 0.649552 -2.816550 3.575797
N3 2.071117 -1.645181 -2.606682
C16 3.106993 -0.729894 -3.114011
O2 3.325012 0.406312 -2.311453
C17 4.713387 0.710784 -2.181007
C18 4.948493 1.885792 -1.284979
O3 4.691220 1.548509 0.069120
C19 4.064576 2.597874 0.781592
C20 3.461843 2.043163 2.056534
O4 3.958077 2.741471 3.183422
C21 3.499683 2.168718 4.392021
C22 2.025510 2.495007 4.696513
H1 3.175972 -4.179325 2.399567
H2 4.876056 -3.471612 2.373106
H3 5.190529 -5.386912 0.613830
H4 4.038183 -6.380958 -1.300035
H5 3.042718 -6.032768 -3.497146
H6 2.111800 -3.814535 -4.110267
H7 -0.292770 -0.619482 -3.010922
H8 -3.309035 -1.491790 -1.471648
H9 -3.392823 -0.831431 -0.013404
H10 -2.655960 -0.497843 -3.365714
H11 2.796647 -0.358555 -4.095400
H12 4.042025 -1.274183 -3.248421
H13 5.215584 -0.161743 -1.753115
H14 5.128877 0.945260 -3.166443
H15 4.413847 2.780661 -1.593861
H16 6.015182 2.120037 -1.350361
H17 4.759688 3.411978 1.004222
H18 3.255843 3.011302 0.173405
H19 2.375140 2.144732 2.022767
H20 3.725743 0.984184 2.135008
H21 3.606636 1.081619 4.323054
H22 4.123369 2.542567 5.197548
H23 1.631937 3.167899 3.936751
H24 1.924396 2.972722 5.666382
H25 1.417835 1.593034 4.655931
C23 2.321151 4.703004 -3.564285
O5 2.601000 3.639960 -2.659187
H26 2.803762 5.598664 -3.181586
H27 2.716001 4.484126 -4.560157
H28 1.245535 4.882871 -3.637490
H29 2.176075 2.845985 -2.999403
C24 -7.721667 -0.765641 -0.978497
O6 -6.664461 -1.108404 -1.871583
H30 -8.420145 -1.597113 -0.930885
H31 -7.330449 -0.572811 0.024407
H32 -8.247746 0.120073 -1.340431
H33 -6.056888 -0.363297 -1.898634
C25 -9.084483 -1.948281 -3.934615
O7 -10.354261 -2.471588 -3.531800
H34 -9.177448 -0.869799 -4.033773
H35 -8.330087 -2.174030 -3.184252
H36 -8.788071 -2.373805 -4.897258
H37 -10.262070 -3.423277 -3.444954
C26 -5.222138 -3.191718 1.622942
O8 -5.308516 -3.148283 0.204570
H38 -5.787788 -4.055531 1.962966
H39 -4.184225 -3.297202 1.955192
H40 -5.651209 -2.289912 2.070444
H41 -4.808725 -2.383234 -0.093556
C27 7.786052 3.418239 1.287337
O9 7.692196 3.361929 -0.134465
H42 7.254882 2.556823 1.683888
H43 8.828971 3.376667 1.612391
H44 7.323188 4.329059 1.675257
H45 8.157933 4.121720 -0.492949
C28 0.664660 2.085742 8.198315
O10 1.436422 3.266867 8.003773
H46 0.926396 1.388624 7.406497
H47 0.887947 1.626248 9.164603
H48 -0.405228 2.302104 8.140771
H49 1.206572 3.885419 8.701806
C29 -11.056099 2.054214 -1.833595
O11 -10.864761 0.904414 -1.018502
H50 -10.557704 2.889218 -1.347482
H51 -10.619930 1.909664 -2.826099
H52 -12.118464 2.289112 -1.939971
H53 -11.303037 0.164877 -1.450241

Forces on atoms 1 to 6 (eV/Å):
0.33 -0.25 -0.29
-0.27 0.25 0.45
-1.34 -1.40 -0.08
0.04 0.48 -0.04
0.36 -0.11 0.33
0.02 -0.31 -0.01

Properties
Kohn-Sham gap	7.169	eV
SMILES	C=Cc1cccc2c1Sc1c(cc(P(N)O)c(Br)c1N=C=S)N2COCCOCCOCC.CO.CO.CO.CO.CO.CO.CO
lowest unoccupied orbital energy	-0.34	eV

Results of the Mulliken charge analysis, in e, for atoms 1 through 8: C -0.73; C -0.75; C 0.66; C -0.71; C -0.87; C -0.69; C -0.04; C 1.03


No. 2
The following is a quantum chemistry calculation of a cluster of 3 separate species, C2H12N2O2 in total in a non-equilibrium geometry, from OMol25.

Element x y z (Å)
C1 0.373715 2.047597 1.476259
N1 0.269702 0.775937 0.770531
C2 -1.123990 0.298860 0.698748
N2 -1.287198 -0.832992 -0.162880
H1 0.015127 2.902628 0.885576
H2 -0.237838 1.952781 2.372273
H3 1.405157 2.292554 1.713748
H4 0.641750 0.851712 -0.164212
H5 -1.779142 1.105312 0.330919
H6 -1.449300 0.141135 1.726111
H7 -1.108177 -0.600957 -1.132912
H8 -0.720231 -1.624998 0.105433
O1 0.854997 -3.889838 0.015708
H9 1.793296 -3.699171 -0.104621
H10 0.682217 -3.597528 0.917067
O2 0.545379 1.813848 -2.483425
H11 0.410735 1.064509 -1.904480
H12 0.952597 2.522527 -1.968008

Forces on atoms 1 to 6 (eV/Å):
-0.09 -0.01 -0.55
-0.05 -0.21 0.42
0.36 0.93 -0.45
-0.27 -0.10 0.19
-0.34 -0.02 0.07
0.22 0.27 0.19

Properties
Kohn-Sham gap	9.807	eV
SMILES	CNCN.O.O
lowest unoccupied orbital energy	0.69	eV

Results of the Mulliken charge analysis, in e, for atoms 1 through 8: C -0.90; N -0.30; C -0.51; N -0.53; H 0.31; H 0.32; H 0.31; H 0.10


No. 3
The following is a quantum chemistry calculation of a structure of composition C30H24IN3PPdS2, from OMol25.

Element x y z (Å)
Pd1 1.297158 0.002906 -0.519939
C1 2.387928 -4.260644 3.512123
S1 2.278283 -2.459129 3.560075
C2 2.170083 -2.058276 1.858755
S2 2.268862 -0.326663 1.586309
N1 2.051374 -2.954547 0.960097
N2 2.048161 -2.438257 -0.317973
C3 2.992617 -2.845578 -1.052138
C4 3.181171 -2.230255 -2.366049
C5 3.949937 -2.866775 -3.328097
C6 4.123596 -2.263098 -4.561322
C7 3.509846 -1.044657 -4.784592
C8 2.769403 -0.475114 -3.760328
N3 2.614671 -1.030987 -2.558408
H1 2.865646 -4.580023 4.435909
H2 2.990963 -4.557193 2.657630
H3 1.399978 -4.708471 3.432422
H4 3.693721 -3.609467 -0.720398
H5 4.396682 -3.827189 -3.103598
H6 4.720206 -2.735685 -5.330222
H7 3.605162 -0.526522 -5.729180
H8 2.282365 0.476864 -3.920967
I1 1.113799 2.219789 -2.070300
C9 -0.911026 2.369312 -2.560286
C10 -1.196829 2.718925 -3.844889
C11 -2.518813 2.999435 -4.228939
C12 -3.500785 2.975581 -3.285603
C13 -3.220520 2.623312 -1.941659
C14 -4.261699 2.695346 -0.988828
C15 -4.022104 2.412779 0.321247
C16 -2.749077 1.957193 0.697350
C17 -1.701880 1.823781 -0.191746
P1 -0.371293 0.832044 0.636644
C18 -0.019037 1.815745 2.106931
C19 0.806394 2.924034 1.921443
C20 1.120740 3.739195 2.996632
C21 0.609868 3.451599 4.255591
C22 -0.218531 2.354449 4.436498
C23 -0.535978 1.531197 3.365357
C24 -1.266924 -0.699748 1.026048
C25 -2.220495 -1.180733 0.123294
C26 -2.828238 -2.406349 0.340486
C27 -2.503278 -3.158906 1.460700
C28 -1.559708 -2.685556 2.360793
C29 -0.933906 -1.469256 2.140301
C30 -1.903299 2.242393 -1.547174
H9 -0.399344 2.808337 -4.571925
H10 -2.732789 3.270014 -5.253992
H11 -4.519276 3.241710 -3.540687
H12 -5.244863 3.003373 -1.323543
H13 -4.802087 2.493343 1.066851
H14 -2.618527 1.660906 1.729672
H15 1.210709 3.143959 0.940769
H16 1.764789 4.597387 2.853117
H17 0.858458 4.086266 5.096284
H18 -0.619117 2.131549 5.417480
H19 -1.185508 0.678516 3.518924
H20 -2.492801 -0.602284 -0.749884
H21 -3.561974 -2.772447 -0.367217
H22 -2.984042 -4.113695 1.629652
H23 -1.295384 -3.268350 3.234469
H24 -0.183440 -1.125385 2.840028

Forces on atoms 1 to 6 (eV/Å):
0.17 0.38 -0.26
-0.06 0.02 -0.10
0.02 -0.04 0.05
-0.10 0.06 0.01
-0.02 0.06 0.07
0.02 -0.27 0.07

Properties
Kohn-Sham gap	6.619	eV
charge	+1
lowest unoccupied orbital energy	-4.03	eV

Results of the Mulliken charge analysis, in e, for atoms 1 through 8: Pd -0.70; C -0.78; S 0.02; C 0.45; S -0.22; N -0.61; N -0.03; C -0.46


No. 4
The following is a quantum chemistry calculation of a cluster of 7 separate species, H14O7 in total in a non-equilibrium geometry, from OMol25.

Element x y z (Å)
O1 3.041661 0.003710 -2.216379
H1 3.656514 0.776002 -2.155832
H2 3.053989 -0.401322 -1.333761
O2 2.943497 -0.932584 0.597913
H3 1.926532 -0.978567 0.761656
H4 3.194115 -1.863417 0.551134
O3 0.569959 1.342624 -1.373002
H5 1.479263 0.916501 -1.633306
H6 0.523288 1.026133 -0.406716
O4 -3.549199 -0.094499 0.636454
H7 -4.082069 -0.861986 0.991685
H8 -2.871032 -0.381660 -0.007080
O5 -1.809572 0.167084 2.692366
H9 -1.699479 1.123221 2.812542
H10 -2.511435 0.094575 1.945364
O6 0.297171 0.052141 0.842696
H11 -0.317243 -0.252689 0.156661
H12 -0.355637 0.061088 1.582714
O7 -1.453665 -0.363158 -1.162297
H13 -1.386360 -1.047122 -1.815795
H14 -0.929252 0.386709 -1.591279

Forces on atoms 1 to 6 (eV/Å):
0.51 1.09 0.05
-0.69 -1.05 -0.02
0.23 0.01 0.27
-2.33 -0.56 0.02
2.16 0.58 -0.23
0.16 0.08 0.08

Properties
Kohn-Sham gap	11.348	eV
SMILES	O.O.O.O.O.O.O
lowest unoccupied orbital energy	0.42	eV

Results of the Mulliken charge analysis, in e, for atoms 1 through 8: O -0.74; H 0.35; H 0.40; O -0.71; H 0.40; H 0.34; O -0.85; H 0.42


No. 5
The following is a quantum chemistry calculation of a structure of composition C15H16Br3N3O2 in a non-equilibrium geometry, from OMol25.

Element x y z (Å)
N1 3.245342 -0.074079 1.490271
C1 1.980447 -0.321057 1.205485
C2 1.539465 -1.118075 2.320972
C3 2.620250 -1.432307 3.073346
C4 3.717314 -0.685069 2.615259
H1 3.869759 0.298086 0.789051
H2 1.507639 -0.168360 0.246560
H3 0.565993 -1.509405 2.577126
H4 2.598446 -2.072841 3.942620
H5 4.770044 -0.758683 2.844923
N2 -0.268114 -1.247688 -4.225051
C5 0.457960 -0.081975 -4.153459
C6 0.454985 0.282398 -2.806941
C7 -0.166785 -0.747398 -2.127046
C8 -0.649208 -1.665827 -3.001011
H6 -0.433351 -1.762663 -5.078043
H7 0.966112 0.358733 -4.998425
H8 0.941888 1.139735 -2.366148
H9 -0.387728 -0.844255 -1.074331
H10 -1.137457 -2.604453 -2.784218
C9 -3.158272 -3.068263 1.715680
Br1 -4.697064 -2.328750 0.731391
Br2 -1.558283 -2.481270 0.729487
Br3 -3.189053 -5.082196 1.715014
H11 -3.140763 -2.653816 2.723666
C10 -2.242248 1.020913 0.229134
C11 -1.270413 0.885991 1.257844
C12 -0.242532 1.809948 1.335265
C13 -0.095428 2.776463 0.322857
C14 -1.072010 2.969126 -0.633299
C15 -2.081645 2.041592 -0.743234
N3 1.096348 3.617285 0.304209
O1 1.481653 4.033415 -0.767171
O2 1.744038 3.773082 1.316278
H12 -2.995565 0.254176 0.124149
H13 -1.393941 0.051338 1.932002
H14 0.490146 1.727669 2.124440
H15 -0.974039 3.663568 -1.454613
H16 -2.893929 2.004914 -1.454041

Forces on atoms 1 to 6 (eV/Å):
2.76 0.75 -1.24
-2.27 -2.05 2.19
-1.51 0.51 -2.56
2.39 0.71 1.80
-1.09 -1.40 -0.16
-0.03 0.22 0.25

Properties
Kohn-Sham gap	7.392	eV
lowest unoccupied orbital energy	-0.56	eV

Results of the Mulliken charge analysis, in e, for atoms 1 through 8: N 0.05; C -0.66; C 0.25; C -0.83; C -0.56; H 0.27; H 0.47; H 0.31